[1]
Molecular formula: C5H6N2O
Method: DFT, ωB97M-V/def2-TZVPD

The geometry in XYZ format:
```
14
Properties=species:S:1:pos:R:3:mulliken_charge:R:1
H 1.672 -2.494 0.231 0.206
N 0.582 -2.214 0.124 -0.795
C 0.566 -0.799 0.150 0.665
C 1.375 0.302 0.290 -0.728
C 0.838 1.624 -0.107 -0.201
C -0.606 1.603 0.030 -0.460
C -1.403 0.504 -0.127 -0.005
N -0.722 -0.609 -0.125 0.260
O -1.627 -1.619 -0.266 -0.519
H 2.427 0.272 0.084 0.341
H 1.421 2.679 -0.170 0.278
H -0.929 2.630 0.434 0.240
H -2.557 0.632 -0.064 0.291
H -1.036 -2.511 -0.483 0.427
```

Results
SMILES: [H]/N=c1\ccccn1O
ΔE to the lowest compared entry with this formula, charge and spin: 482.8 kJ/mol
Gap between HOMO and LUMO: 7.709 eV
HOMO energy: -7.7 eV

***

[2]
Molecular formula: C3H8N2O
Method: DFT, ωB97M-V/def2-TZVPD

The geometry in XYZ format:
```
14
Properties=species:S:1:pos:R:3:mulliken_charge:R:1
N -2.484 0.712 -1.051 -0.233
C -1.126 0.513 -0.722 -0.047
C 0.005 0.625 -0.225 -0.063
N 1.329 0.439 0.172 -0.119
C 1.550 -0.980 0.660 -0.380
O 0.803 -1.053 1.777 -0.428
H -2.710 -0.246 -1.213 0.417
H -2.608 1.138 -2.035 0.446
H -3.090 1.173 -0.354 0.395
H 2.099 0.606 -0.481 0.417
H 1.394 0.994 1.112 0.448
H 2.705 -1.241 0.844 0.398
H 1.162 -1.542 -0.252 0.363
H 1.266 -1.796 2.250 0.387
```

Results
Charge: +2
SMILES: [NH3+]C#C[NH2+]CO
ΔE to the lowest compared entry with this formula, charge and spin: 26.5 kJ/mol
Gap between HOMO and LUMO: 11.247 eV
HOMO energy: -19.7 eV

***

[3]
Molecular formula: C41H42N6OTeV
Method: DFT, ωB97M-V/def2-TZVPD

The geometry in XYZ format:
```
92
Properties=species:S:1:pos:R:3:mulliken_charge:R:1
V -0.221 -0.909 -0.213 0.077
C 0.723 -0.703 -3.103 -1.596
N 1.360 -0.656 -1.767 -0.153
C 2.146 0.581 -1.504 -0.988
C 1.486 1.434 -0.466 0.123
N 0.578 0.972 0.358 0.305
C 0.249 2.022 1.211 -0.022
C -0.659 2.081 2.265 -0.204
C -0.768 3.281 2.935 -0.871
C 0.003 4.397 2.573 -0.445
C 0.906 4.349 1.531 -1.109
C 1.010 3.137 0.859 0.635
N 1.786 2.724 -0.219 -0.066
C -0.668 -0.159 -3.018 0.381
N -1.266 0.048 -1.869 0.670
C -2.555 0.488 -2.175 0.097
C -3.599 0.890 -1.344 -0.266
C -4.779 1.268 -1.951 -0.768
C -4.922 1.261 -3.348 -0.593
C -3.885 0.894 -4.182 -1.197
C -2.701 0.510 -3.563 0.494
N -1.471 0.102 -4.067 0.027
H 0.675 -1.747 -3.423 0.465
H 1.308 -0.163 -3.851 0.494
H 2.002 -1.440 -1.716 0.379
H 2.303 1.146 -2.425 0.432
H 3.133 0.293 -1.136 0.479
H -1.239 1.212 2.551 0.500
H -1.456 3.368 3.765 0.440
H -0.112 5.317 3.129 0.404
H 1.500 5.210 1.258 0.421
H 2.476 3.277 -0.700 0.234
H -3.477 0.933 -0.269 0.596
H -5.612 1.593 -1.343 0.484
H -5.863 1.569 -3.781 0.459
H -3.992 0.910 -5.258 0.487
H -1.224 0.023 -5.040 0.246
C -7.423 -4.372 -3.491 -1.684
C -6.324 -3.829 -2.624 0.467
C -5.016 -3.742 -3.088 -0.785
C -3.981 -3.244 -2.310 0.700
C -2.603 -3.191 -2.916 -0.860
C -4.291 -2.827 -1.010 0.928
Te -2.873 -2.196 0.422 1.335
N -1.169 -3.040 -0.280 -0.260
C -0.212 -3.007 0.661 0.705
O -0.147 -2.051 1.522 -0.709
C 0.882 -4.005 0.570 0.216
C 1.245 -4.545 -0.663 -0.090
C 2.286 -5.456 -0.733 -0.967
C 2.940 -5.849 0.429 -0.465
C 2.564 -5.325 1.658 -0.868
C 1.544 -4.388 1.731 -0.258
C -3.207 -3.580 1.965 1.426
C -3.393 -4.939 1.698 0.464
C -3.308 -5.551 0.323 -1.484
C -3.679 -5.763 2.783 -0.903
C -3.778 -5.277 4.078 0.569
C -4.090 -6.188 5.229 -1.605
C -3.566 -3.916 4.299 -1.019
C -3.281 -3.046 3.262 0.428
C -3.049 -1.584 3.555 -1.556
C -5.605 -2.840 -0.526 0.479
C -6.026 -2.313 0.827 -2.058
C -6.596 -3.359 -1.347 -0.779
H -7.026 -4.938 -4.331 0.398
H -8.029 -3.557 -3.890 0.319
H -8.086 -5.021 -2.920 0.408
H -4.791 -4.074 -4.095 0.446
H -2.684 -3.075 -3.996 0.532
H -2.048 -4.109 -2.715 0.405
H -2.017 -2.365 -2.520 -0.504
H 0.688 -4.269 -1.551 0.436
H 2.578 -5.874 -1.687 0.450
H 3.743 -6.572 0.375 0.431
H 3.070 -5.640 2.559 0.438
H 1.258 -3.954 2.679 0.514
H -2.604 -5.025 -0.319 -0.065
H -4.286 -5.554 -0.163 0.287
H -2.977 -6.586 0.400 0.574
H -3.823 -6.822 2.602 0.443
H -4.273 -7.207 4.895 0.380
H -4.972 -5.838 5.767 0.370
H -3.263 -6.205 5.940 0.355
H -3.624 -3.528 5.309 0.482
H -3.089 -1.401 4.627 0.507
H -3.811 -0.949 3.093 0.269
H -2.065 -1.266 3.202 0.164
H -5.245 -1.767 1.359 0.007
H -6.353 -3.123 1.481 0.391
H -6.862 -1.623 0.708 0.599
H -7.616 -3.385 -0.976 0.543
```

Results
2S+1: 4
Charge: +2
Expectation value of S²: 3.7581
ΔE to the lowest compared entry with this formula, charge and spin: 0.0 kJ/mol
Gap between HOMO and LUMO (spin up / spin down): 8.420 / 8.581 eV
HOMO energy (spin up / spin down): -13.2 / -13.6 eV

***

[4]
Molecular formula: C29H26NO2
Method: DFT, ωB97M-V/def2-TZVPD

The geometry in XYZ format:
```
58
Properties=species:S:1:pos:R:3:mulliken_charge:R:1
C 2.945 -4.767 2.882 -1.380
C 2.983 -3.834 4.035 0.839
C 3.404 -4.277 5.277 -0.727
C 3.444 -3.420 6.355 -0.503
C 3.062 -2.105 6.199 -0.728
C 2.636 -1.633 4.969 0.830
C 2.228 -0.215 4.813 -1.392
C 2.594 -2.502 3.876 0.067
N 2.168 -2.041 2.633 -0.205
C 1.813 -1.653 1.597 0.138
H 2.593 -4.262 1.982 0.225
H 3.940 -5.164 2.677 0.330
H 2.274 -5.602 3.085 0.329
H 3.700 -5.307 5.392 0.441
H 3.772 -3.777 7.319 0.409
H 3.089 -1.429 7.038 0.439
H 1.924 -0.008 3.786 0.234
H 1.386 0.017 5.466 0.329
H 3.053 0.452 5.062 0.328
C 4.614 4.405 -3.185 -0.801
O 4.818 3.027 -2.970 -0.408
C 3.663 2.302 -2.692 0.953
C 3.804 0.923 -2.456 -0.719
C 2.727 0.150 -2.120 -0.631
C 1.428 0.700 -1.996 0.626
C 0.377 -0.135 -1.539 -0.187
C -0.962 0.153 -1.172 0.764
C -1.824 -0.936 -0.892 -0.841
C -3.149 -0.755 -0.622 -0.410
C -3.710 0.530 -0.611 0.134
O -5.111 0.680 -0.444 -0.429
C -5.898 0.891 -1.610 0.386
C -6.726 -0.123 -2.097 -0.226
C -7.432 0.048 -3.265 -0.554
C -7.335 1.233 -3.966 -0.359
C -6.540 2.254 -3.488 -0.702
C -5.829 2.087 -2.324 -0.143
C -2.854 1.626 -0.802 -0.559
C -1.518 1.448 -1.046 -0.478
C 1.283 2.063 -2.335 -0.742
C 2.366 2.841 -2.640 -0.539
H 5.566 4.870 -3.449 0.242
H 3.912 4.556 -4.007 0.342
H 4.237 4.872 -2.273 0.361
H 4.787 0.492 -2.540 0.451
H 2.868 -0.899 -1.925 0.422
H 0.646 -1.172 -1.452 0.313
H -1.416 -1.930 -0.909 0.426
H -3.794 -1.598 -0.446 0.464
H -6.778 -1.050 -1.556 0.438
H -8.052 -0.749 -3.641 0.378
H -7.873 1.357 -4.892 0.394
H -6.467 3.181 -4.034 0.378
H -5.204 2.877 -1.950 0.279
H -3.274 2.616 -0.765 0.548
H -0.882 2.313 -1.074 0.481
H 0.302 2.491 -2.416 0.527
H 2.222 3.887 -2.841 0.416
```

Results
Charge: +1
ΔE to the lowest compared entry with this formula, charge and spin: 131.6 kJ/mol
Gap between HOMO and LUMO: 5.787 eV
HOMO energy: -11.1 eV

***

[5]
Molecular formula: C4H12N2O2
Method: DFT, ωB97M-V/def2-TZVPD

The geometry in XYZ format:
```
20
Properties=species:S:1:pos:R:3:mulliken_charge:R:1
N 1.281 -1.653 -0.676 -0.617
C 1.163 -0.126 -0.887 -0.912
C -0.078 0.619 -1.216 -0.453
N -1.163 0.169 -0.230 -0.447
C -1.079 0.978 0.974 -0.479
C -1.394 2.516 0.906 0.014
O -0.604 3.311 0.510 -0.432
H 1.266 -2.102 -1.588 0.190
H 0.409 -1.935 -0.133 0.332
H 1.895 0.197 -1.602 0.455
H 1.671 0.230 0.003 0.372
H -0.480 0.496 -2.195 0.477
H -0.042 1.732 -1.145 0.278
H -2.022 0.471 -0.691 0.277
H -1.793 0.615 1.726 0.359
H -0.009 0.900 1.217 0.229
H -2.461 2.822 1.148 0.330
O 1.255 -3.206 1.622 -0.644
H 0.877 -3.712 0.936 0.314
H 1.305 -2.323 1.322 0.356
```

Results
SMILES: NCCNCC=O.O
ΔE to the lowest compared entry with this formula, charge and spin: 325.7 kJ/mol
Gap between HOMO and LUMO: 9.897 eV
HOMO energy: -9.3 eV

***

[6]
Molecular formula: C4H7PS
Method: DFT, ωB97M-V/def2-TZVPD

The geometry in XYZ format:
```
13
Properties=species:S:1:pos:R:3:mulliken_charge:R:1
C 1.132 -0.348 0.800 -0.207
C 0.225 0.382 -1.102 -0.685
C 1.150 0.762 0.062 -0.008
C -1.755 -1.343 0.591 -1.048
P -0.031 -1.357 -0.201 -0.071
S 2.131 2.191 0.035 -0.243
H 1.920 -0.455 1.566 0.368
H -0.602 0.967 -1.381 0.483
H 0.782 0.030 -2.043 0.266
H -1.986 -0.412 1.105 0.328
H -2.444 -1.179 -0.121 0.418
H -1.752 -2.243 1.266 0.263
H 1.230 3.006 -0.576 0.136
```

Results
ΔE to the lowest compared entry with this formula, charge and spin: 111.2 kJ/mol
Gap between HOMO and LUMO: 9.135 eV
HOMO energy: -8.3 eV

***

[7]
Molecular formula: C26H55ClN6O9P2
Method: DFT, ωB97M-V/def2-TZVPD

The geometry in XYZ format:
```
99
Properties=species:S:1:pos:R:3:mulliken_charge:R:1
C -0.444 -2.878 0.988 -0.750
C -0.873 -2.642 2.431 -0.359
O -0.079 -1.663 3.088 -0.403
C -0.692 -0.398 3.122 0.200
C 0.160 0.590 3.892 -0.966
O 0.792 1.570 3.049 -0.227
C 2.159 1.430 2.812 1.040
P 3.104 2.010 4.302 0.477
O 2.872 1.242 5.547 -0.737
N 2.518 0.014 2.586 -0.203
C 2.347 -0.217 1.185 -0.950
O 2.272 -1.303 0.699 -0.624
C 2.305 1.099 0.396 2.874
C 0.979 1.215 -0.389 -0.630
C -0.250 1.882 0.249 -1.150
N -1.018 2.642 -0.767 0.298
C -2.471 2.522 -0.513 -0.294
C -3.008 1.185 -1.037 -1.258
C -0.671 4.049 -0.741 0.589
C -0.065 4.561 -2.017 -1.276
O -0.867 4.741 0.215 -0.566
C 3.469 0.950 -0.621 -2.193
C 3.785 2.220 -1.424 1.886
C 3.321 2.201 -2.870 -1.539
Cl 5.579 2.504 -1.405 -0.237
C 2.613 2.136 1.509 -1.719
P 2.236 3.915 1.086 0.153
N 3.830 4.572 1.297 -0.577
O 1.557 4.371 2.517 -0.584
H -1.031 -2.298 0.275 0.151
H -0.602 -3.925 0.722 0.322
H 0.611 -2.641 0.842 0.191
H -0.825 -3.568 3.004 0.305
H -1.926 -2.341 2.445 0.313
H -1.683 -0.470 3.593 0.589
H -0.851 -0.022 2.103 -0.034
H -0.474 1.168 4.566 0.519
H 0.897 0.064 4.499 0.405
H 2.805 3.373 4.384 0.027
H 4.433 1.965 3.819 0.070
H 3.504 -0.130 2.801 0.491
H 0.711 0.192 -0.670 0.143
H 1.166 1.739 -1.326 -0.032
H -0.007 2.523 1.101 0.631
H -0.927 1.109 0.613 -0.198
H -2.965 3.358 -1.012 0.498
H -2.679 2.642 0.557 0.314
H -3.335 0.529 -0.228 0.281
H -3.875 1.336 -1.680 0.373
H -2.239 0.658 -1.602 0.302
H -0.551 4.100 -2.876 0.386
H -0.175 5.644 -2.065 0.443
H 0.995 4.297 -2.041 0.066
H 4.357 0.629 -0.075 0.670
H 3.196 0.148 -1.310 0.477
H 3.378 3.103 -0.935 -0.907
H 2.249 2.393 -2.933 0.214
H 3.806 2.979 -3.452 0.603
H 3.513 1.227 -3.323 0.312
H 3.704 2.139 1.620 0.847
H 4.264 4.834 0.418 0.267
H 3.851 5.372 1.919 0.236
H 1.259 5.288 2.480 0.376
C -4.645 -6.018 5.816 -0.925
N -4.545 -5.400 4.512 0.157
C -5.756 -5.048 3.792 -0.891
C -3.358 -5.129 3.933 0.139
O -3.230 -4.605 2.844 -0.585
H -5.179 -6.969 5.759 0.342
H -5.169 -5.368 6.519 0.344
H -3.644 -6.206 6.201 0.284
H -5.801 -5.567 2.834 0.221
H -5.789 -3.977 3.591 0.293
H -6.618 -5.329 4.394 0.381
H -2.495 -5.426 4.553 0.280
C -3.399 -7.022 -0.532 -0.818
N -2.702 -5.931 -1.173 0.144
C -1.605 -6.212 -2.082 -0.948
C -3.028 -4.640 -0.947 0.178
O -2.453 -3.695 -1.449 -0.620
H -2.718 -7.617 0.080 0.336
H -3.865 -7.680 -1.270 0.361
H -4.176 -6.617 0.114 0.165
H -0.682 -5.752 -1.726 0.273
H -1.814 -5.811 -3.074 0.294
H -1.470 -7.289 -2.148 0.396
H -3.861 -4.521 -0.234 0.263
C 1.423 3.995 -8.181 -0.928
N 2.288 3.908 -7.026 0.111
C 3.475 3.070 -7.081 -0.857
C 2.035 4.577 -5.885 0.119
O 2.740 4.526 -4.894 -0.577
H 1.020 3.015 -8.444 0.349
H 1.962 4.391 -9.044 0.339
H 0.591 4.661 -7.958 0.283
H 3.436 2.295 -6.315 0.219
H 4.373 3.664 -6.910 0.297
H 3.530 2.605 -8.062 0.379
H 1.114 5.183 -5.928 0.274
```

Results
SMILES: CCOCCO[C@@]1([PH2]=O)NC(=O)[C@](CCN(CC)C(C)=O)(C[C@H](C)Cl)[C@H]1P(N)O.CN(C)C=O.CN(C)C=O.CN(C)C=O
Gap between HOMO and LUMO: 8.949 eV
HOMO energy: -8.3 eV